Entry from the Open Molecules 2025 dataset: a cluster of 2 separate species, CH2O2S in total at a distorted geometry (the ωB97M-V functional and the def2-TZVPD basis).

electronic energy: -587.7249 hartree
strongest force on any atom: 4.02 eV/A
HOMO-LUMO gap (alpha / beta): 8.53 / 8.53 eV

Structure (ORCA input):
```
! RIJCOSX wB97M-V def2-TZVPD def2/J DEFGRID3
* xyz 0 1
C -0.56 0.42 0.73
O -0.56 0.04 -1.98
O 0.83 -1.47 -0.58
S 0.14 -0.17 -0.70
H 0.86 -0.35 1.87
H -0.71 1.53 0.65
*
```

=====

Entry from the Open Molecules 2025 dataset: a structure of composition CH2O2S at a distorted geometry (the ωB97M-V functional and the def2-TZVPD basis).

electronic energy: -587.8479 hartree
strongest force on any atom: 3.87 eV/A
HOMO-LUMO gap: 10.08 eV

Structure (ORCA input):
```
! RIJCOSX wB97M-V def2-TZVPD def2/J DEFGRID3
* xyz 0 1
C -0.72 0.21 -0.16
O 1.70 1.01 0.40
O 0.45 -1.17 0.24
S 1.13 0.07 -0.52
H -1.44 -0.28 -0.84
H -1.12 0.15 0.87
*
```

=====

Entry from the Open Molecules 2025 dataset: the molecule CH2O2S at a distorted geometry (the ωB97M-V functional and the def2-TZVPD basis).

electronic energy: -587.9451 hartree
SMILES: OC(O)=S
strongest force on any atom: 3.13 eV/A
HOMO-LUMO gap: 8.83 eV

Structure (ORCA input):
```
! RIJCOSX wB97M-V def2-TZVPD def2/J DEFGRID3
* xyz 0 1
O 0.22 1.10 -0.08
C -0.47 0.00 -0.17
O 0.31 -1.11 -0.15
S -2.13 -0.03 -0.07
H 1.16 0.90 -0.15
H 0.91 -0.87 0.62
*
```

=====

Entry from the Open Molecules 2025 dataset: the molecule CH2O2S2 at a distorted geometry (the ωB97M-V functional and the def2-TZVPD basis).

electronic energy: -986.0578 hartree
strongest force on any atom: 2.77 eV/A
HOMO-LUMO gap (alpha / beta): 6.73 / 6.73 eV

Structure (ORCA input):
```
! RIJCOSX wB97M-V def2-TZVPD def2/J DEFGRID3
* xyz 0 1
C -0.35 -0.44 -0.44
O 2.63 0.23 1.22
O -0.44 0.54 0.38
S 2.89 -0.78 0.16
S 1.01 -1.40 -0.72
H 0.31 0.99 0.79
H -1.41 -0.89 -0.49
*
```

=====

Entry from the Open Molecules 2025 dataset: the molecule CH2O2S2 at a distorted geometry (the ωB97M-V functional and the def2-TZVPD basis).

electronic energy: -986.0134 hartree
SMILES: OOC(=S)S
strongest force on any atom: 5.53 eV/A
HOMO-LUMO gap: 8.94 eV

Structure (ORCA input):
```
! RIJCOSX wB97M-V def2-TZVPD def2/J DEFGRID3
* xyz 0 1
O -1.71 -0.76 0.39
O -0.45 -1.05 -0.16
C 0.45 0.17 -0.08
S -0.35 1.60 0.08
S 2.04 -0.33 0.04
H -2.35 -0.67 -0.27
H 2.36 1.04 -0.01
*
```

=====

Entry from the Open Molecules 2025 dataset: a cluster of 2 separate species, CH2O2S3 in total (the ωB97M-V functional and the def2-TZVPD basis).

electronic energy: -1384.1209 hartree
strongest force on any atom: 0.86 eV/A
HOMO-LUMO gap (alpha / beta): 8.36 / 8.14 eV

Structure (ORCA input):
```
! RIJCOSX wB97M-V def2-TZVPD def2/J DEFGRID3
* xyz 0 1
C 1.20 0.21 -0.12
O 3.71 1.22 -0.01
O 3.43 -0.95 -1.17
S 1.87 -0.63 1.36
S 0.38 1.71 -0.04
S 2.93 0.06 -0.30
H -0.11 -1.58 -0.96
H -0.39 1.41 1.01
*
```

=====

Entry from the Open Molecules 2025 dataset: a cluster of 2 separate species, CH2O2S3 in total at a distorted geometry (the ωB97M-V functional and the def2-TZVPD basis).

electronic energy: -1384.3002 hartree
strongest force on any atom: 2.33 eV/A
HOMO-LUMO gap: 7.82 eV

Structure (ORCA input):
```
! RIJCOSX wB97M-V def2-TZVPD def2/J DEFGRID3
* xyz 0 1
C 0.47 -0.42 0.80
O -2.49 1.82 -1.02
O -4.68 1.24 -0.13
S -0.79 -0.35 1.78
S 0.59 0.22 -0.87
S -3.40 1.90 0.07
H 1.53 -0.66 1.05
H -0.67 0.75 -1.26
*
```

=====

Entry from the Open Molecules 2025 dataset: a cluster of 2 separate species, CH2O2S3 in total at a distorted geometry (the ωB97M-V functional and the def2-TZVPD basis).

electronic energy: -1384.1545 hartree
strongest force on any atom: 4.31 eV/A
HOMO-LUMO gap: 8.38 eV

Structure (ORCA input):
```
! RIJCOSX wB97M-V def2-TZVPD def2/J DEFGRID3
* xyz 0 1
C -0.34 -0.40 0.26
O 0.66 1.59 -1.36
O 0.91 -0.72 -2.14
S 1.42 -0.41 0.86
S -1.23 0.97 0.96
S 0.70 0.14 -1.05
H -1.43 -1.79 0.33
H -0.69 0.62 2.13
*
```

=====

Entry from the Open Molecules 2025 dataset: a structure of composition CH2O2S3 at a distorted geometry (the ωB97M-V functional and the def2-TZVPD basis).

electronic energy: -1384.1808 hartree
strongest force on any atom: 4.91 eV/A
HOMO-LUMO gap (alpha / beta): 5.75 / 8.02 eV

Structure (ORCA input):
```
! RIJCOSX wB97M-V def2-TZVPD def2/J DEFGRID3
* xyz 0 1
C 1.56 -0.48 0.04
O -1.30 2.08 -0.74
O -0.33 -2.06 0.02
S 3.11 -0.45 -0.03
S -0.29 2.38 0.53
S 0.01 -0.32 0.36
H -1.70 1.24 -0.60
H -1.06 -2.38 0.42
*
```

=====

Entry from the Open Molecules 2025 dataset: a cluster of 2 separate species, CH2O3S in total at a distorted geometry (the ωB97M-V functional and the def2-TZVPD basis).

electronic energy: -663.1574 hartree
strongest force on any atom: 5.15 eV/A
HOMO-LUMO gap: 10.24 eV

Structure (ORCA input):
```
! RIJCOSX wB97M-V def2-TZVPD def2/J DEFGRID3
* xyz 0 1
C 0.30 0.51 -0.11
O 1.69 -2.19 0.78
O 1.28 0.52 0.52
O 3.01 -0.90 2.28
S 2.85 -1.34 0.89
H -0.60 1.18 0.11
H 0.02 -0.27 -0.97
*
```

=====

Entry from the Open Molecules 2025 dataset: a structure of composition CH2O3S at a distorted geometry (the ωB97M-V functional and the def2-TZVPD basis).

electronic energy: -663.0852 hartree
strongest force on any atom: 3.69 eV/A
HOMO-LUMO gap (alpha / beta): 7.98 / 7.74 eV

Structure (ORCA input):
```
! RIJCOSX wB97M-V def2-TZVPD def2/J DEFGRID3
* xyz 0 1
C -1.55 -1.04 -0.83
O 0.23 -0.76 1.48
O -2.76 -0.89 -0.79
O 0.09 1.72 1.08
S -0.72 0.22 1.05
H -1.12 -1.83 -1.53
H 1.14 1.65 1.20
*
```

=====

Entry from the Open Molecules 2025 dataset: a cluster of 2 separate species, CH2O3S in total at a distorted geometry (the ωB97M-V functional and the def2-TZVPD basis).

electronic energy: -663.0328 hartree
strongest force on any atom: 3.80 eV/A
HOMO-LUMO gap (alpha / beta): 8.11 / 6.91 eV

Structure (ORCA input):
```
! RIJCOSX wB97M-V def2-TZVPD def2/J DEFGRID3
* xyz 0 3
C 1.27 0.55 -0.31
O -1.75 0.43 0.89
O -2.04 -1.75 -0.18
O 1.29 -0.54 0.20
S -1.22 -0.87 0.63
H 1.17 0.72 -1.45
H 1.28 1.46 0.23
*
```

=====

Entry from the Open Molecules 2025 dataset: the molecule CH2O3S2 at a distorted geometry (the ωB97M-V functional and the def2-TZVPD basis).

electronic energy: -1061.2893 hartree
strongest force on any atom: 4.10 eV/A
HOMO-LUMO gap: 7.29 eV

Structure (ORCA input):
```
! RIJCOSX wB97M-V def2-TZVPD def2/J DEFGRID3
* xyz 0 1
C 1.08 -0.96 -0.33
O -0.78 0.94 -1.23
O -2.26 0.16 0.68
O 0.23 -0.60 0.52
S 0.06 1.89 1.28
S -1.03 0.71 0.15
H 1.04 -0.41 -1.21
H 1.65 -1.73 0.13
*
```

=====

Entry from the Open Molecules 2025 dataset: the molecule CH2O3S2 at a distorted geometry (the ωB97M-V functional and the def2-TZVPD basis).

electronic energy: -1061.3302 hartree
strongest force on any atom: 4.91 eV/A
HOMO-LUMO gap (alpha / beta): 9.06 / 9.06 eV

Structure (ORCA input):
```
! RIJCOSX wB97M-V def2-TZVPD def2/J DEFGRID3
* xyz 0 1
C -0.71 1.03 -0.67
O 0.40 -1.76 0.95
O 1.09 0.65 1.08
O -0.29 -0.23 -0.75
S -2.27 1.52 -0.81
S 1.03 -0.48 0.25
H 0.20 1.76 -0.49
H 0.54 -2.48 0.44
*
```

=====

Entry from the Open Molecules 2025 dataset: a structure of composition CH2O4Pb at a distorted geometry (the ωB97M-V functional and the def2-TZVPD basis).

electronic energy: -533.1043 hartree
strongest force on any atom: 7.73 eV/A
HOMO-LUMO gap (alpha / beta): 4.75 / 7.93 eV

Structure (ORCA input):
```
! RIJCOSX wB97M-V def2-TZVPD def2/J DEFGRID3
* xyz -1 2
O 1.47 0.38 0.25
C 0.68 1.30 -0.21
O -0.46 1.48 0.44
O 0.62 1.33 -1.47
Pb 1.07 -1.57 -0.45
H -0.99 0.31 0.60
O -0.83 -1.31 0.39
H -1.55 -1.93 0.44
*
```

=====

Entry from the Open Molecules 2025 dataset: the ion CH2O4S2 with charge -2 at a distorted geometry (the ωB97M-V functional and the def2-TZVPD basis).

electronic energy: -1136.5818 hartree
strongest force on any atom: 2.66 eV/A
HOMO-LUMO gap: 5.81 eV

Structure (ORCA input):
```
! RIJCOSX wB97M-V def2-TZVPD def2/J DEFGRID3
* xyz -2 1
C 0.39 0.36 -0.02
O -0.88 2.16 -1.64
O 1.17 -2.13 0.69
O -1.41 -0.24 -1.83
O 0.19 -0.88 2.54
S -1.23 0.87 -0.92
S 0.02 -1.29 1.09
H 0.55 1.25 0.74
H 1.19 -0.10 -0.65
*
```

=====

Entry from the Open Molecules 2025 dataset: a cluster of 2 separate species, CH2O4Si in total at a distorted geometry (the ωB97M-V functional and the def2-TZVPD basis).

electronic energy: -629.8341 hartree
SMILES: O=[SiH]O.O=C=O
strongest force on any atom: 2.02 eV/A
HOMO-LUMO gap: 11.24 eV

Structure (ORCA input):
```
! RIJCOSX wB97M-V def2-TZVPD def2/J DEFGRID3
* xyz 0 1
O -0.04 0.63 1.09
Si -1.00 0.35 -0.05
O -2.12 -0.74 0.11
H -1.20 0.92 -1.52
H -2.16 -1.25 0.90
O 2.03 -1.10 -0.34
C 2.15 0.04 -0.17
O 2.35 1.15 -0.02
*
```

=====

Entry from the Open Molecules 2025 dataset: a structure of composition CH2O4Sm at a distorted geometry (the ωB97M-V functional and the def2-TZVPD basis).

electronic energy: -998.2249 hartree
strongest force on any atom: 5.52 eV/A
HOMO-LUMO gap (alpha / beta): 6.39 / 6.99 eV

Structure (ORCA input):
```
! RIJCOSX wB97M-V def2-TZVPD def2/J DEFGRID3
* xyz 0 7
O -0.64 1.27 -0.86
C -1.44 0.26 -0.68
O -2.45 0.38 0.02
O -0.92 -0.96 -0.84
Sm 1.48 1.56 -0.01
H -0.19 -1.22 -0.09
O 1.72 -0.40 1.02
H 2.43 -0.89 1.43
*
```

=====

Entry from the Open Molecules 2025 dataset: the ion CH2O5P2 with charge -2 at a distorted geometry (the ωB97M-V functional and the def2-TZVPD basis).

electronic energy: -1098.3058 hartree
SMILES: O=C([O-])[P@@](=O)([O-])OP
strongest force on any atom: 2.68 eV/A
HOMO-LUMO gap: 7.28 eV

Structure (ORCA input):
```
! RIJCOSX wB97M-V def2-TZVPD def2/J DEFGRID3
* xyz -2 1
O -1.79 -1.88 -0.46
C -0.75 -1.25 -0.29
O 0.37 -1.60 -0.02
P -0.91 0.67 -0.56
O -1.33 1.10 -1.94
O -1.51 1.50 0.56
O 0.95 0.96 -0.57
P 1.91 0.73 0.76
H 2.16 -0.72 0.77
H 0.90 0.49 1.76
*
```

=====

Entry from the Open Molecules 2025 dataset: a cluster of 2 separate species, CH2OPS in total at a distorted geometry (the ωB97M-V functional and the def2-TZVPD basis).

electronic energy: -854.0617 hartree
strongest force on any atom: 4.27 eV/A
HOMO-LUMO gap: 3.72 eV

Structure (ORCA input):
```
! RIJCOSX wB97M-V def2-TZVPD def2/J DEFGRID3
* xyz -1 1
C -2.35 0.53 -0.13
O -2.53 1.67 -0.44
P 2.39 -0.89 -0.23
S -2.59 -0.94 0.27
H 3.58 -0.63 0.43
H 1.50 0.25 0.11
*
```